Record 1
20
Properties=species:S:1:pos:R:3 method="wB97M-V/def2-TZVPD" s2=2.0046 relative_energy_kj_mol=111.7 orbital_gap_ev="3.66 / 8.07" total_charge=0 multiplicity=3 homo_energy_ha="-0.1036 / -0.4006" lumo_ev="0.841 / -2.831"
C 1.702 -0.670 0.198
C 0.711 -1.705 0.708
C -0.739 -0.214 -0.229
C -1.067 0.437 1.083
C -1.681 0.184 -1.431
N 0.876 0.211 -0.715
N 1.359 1.512 -0.661
O -0.452 -1.512 -0.057
H 2.174 -0.022 0.995
H 2.544 -1.100 -0.412
H 0.987 -2.772 0.544
H 0.500 -1.362 1.706
H -1.615 -0.290 1.803
H -1.736 1.308 0.987
H -0.205 0.837 1.761
H -2.582 -0.475 -1.652
H -0.959 0.318 -2.331
H -2.075 1.167 -1.103
H 0.911 2.132 -1.402
H 1.348 2.016 0.209


Record 2
21
Properties=species:S:1:pos:R:3 method="wB97M-V/def2-TZVPD" s2=3.7582 relative_energy_kj_mol=13.4 orbital_gap_ev="7.94 / 9.56" total_charge=0 multiplicity=4 homo_energy_ha="-0.2966 / -0.3628" lumo_ev="-0.136 / -0.312"
O -2.574 -0.383 -0.904
C 0.830 1.205 -1.112
C -1.912 -0.810 -2.035
O 1.544 2.121 -1.442
O 0.169 0.544 -2.050
C -0.390 -0.791 -1.989
H -2.223 -0.216 -2.919
H -2.163 -1.868 -2.266
H 0.002 -1.288 -2.886
H -0.001 -1.317 -1.112
H 0.391 -1.268 2.861
O -0.684 1.726 0.593
O -0.011 -0.483 0.959
C 0.880 -0.752 2.025
C 1.375 0.629 2.424
O 1.489 1.314 1.174
C 0.411 1.054 0.375
H 1.706 -1.366 1.633
H 2.370 0.611 2.879
H 0.661 1.155 3.073
V -1.872 0.185 0.718


Record 3
62
Properties=species:S:1:pos:R:3 method="wB97M-V/def2-TZVPD" s2=6.1017 relative_energy_kj_mol=0.0 orbital_gap_ev="5.64 / 7.20" total_charge=-1 multiplicity=5 homo_energy_ha="-0.1232 / -0.1806" lumo_ev="2.285 / 2.283"
Cr 0.443 -0.249 -0.961
Cl 5.232 2.710 -5.482
C 4.116 1.693 -4.594
C 4.206 0.322 -4.711
C 3.317 -0.461 -3.994
Cl 3.433 -2.196 -4.141
C 2.321 0.072 -3.158
O 1.496 -0.721 -2.524
C 2.263 1.487 -3.070
C 1.184 2.130 -2.218
O 1.048 1.528 -0.984
C 3.156 2.271 -3.776
H 4.954 -0.138 -5.341
H 1.469 3.179 -2.066
H 3.104 3.350 -3.687
F -1.499 5.652 -3.257
C -1.346 4.338 -2.909
C -2.216 3.853 -1.897
C -2.197 2.494 -1.615
C -1.315 1.625 -2.241
C -1.311 0.202 -2.032
C -0.191 2.182 -3.071
C -0.436 3.583 -3.538
H -2.914 4.533 -1.429
H -2.918 2.083 -0.916
H -1.133 -0.373 -2.945
H -2.167 -0.169 -1.465
H -0.039 1.523 -3.933
H 0.188 4.011 -4.313
Cl -2.773 1.215 4.602
C -2.946 0.134 3.241
C -3.689 0.564 2.160
C -3.826 -0.260 1.057
C -3.228 -1.506 1.066
C -2.494 -1.921 2.162
Cl -1.789 -3.513 2.092
C -2.305 -1.112 3.286
N -1.596 -1.503 4.418
C -0.286 -2.095 4.367
C -0.111 -3.306 5.029
C 1.122 -3.931 5.050
C 2.195 -3.342 4.393
C 2.027 -2.129 3.750
C 0.794 -1.474 3.738
C 0.683 -0.142 3.039
C 0.656 -0.307 1.523
O 1.661 -0.748 0.925
O -0.411 -0.002 0.911
H -4.132 1.549 2.183
H -4.385 0.072 0.193
H -3.321 -2.172 0.219
H -1.680 -0.821 5.157
H -0.975 -3.754 5.504
H 1.242 -4.876 5.564
H 3.163 -3.825 4.385
H 2.856 -1.664 3.231
H 1.572 0.449 3.269
H -0.195 0.415 3.355
N 0.002 -2.366 -0.902
H 0.906 -2.804 -1.048
H -0.616 -2.667 -1.646
H -0.370 -2.670 -0.007


Record 4
97
Properties=species:S:1:pos:R:3 method="wB97M-V/def2-TZVPD" s2=3.7852 relative_energy_kj_mol=12.9 orbital_gap_ev="7.75 / 4.51" total_charge=+3 multiplicity=4 homo_energy_ha="-0.5527 / -0.5519" lumo_ev="-7.291 / -10.505"
V 0.176 -0.442 -2.326
F -2.997 2.409 2.790
C -1.681 2.165 2.681
C -1.225 1.552 1.559
C 0.150 1.350 1.376
C 0.646 0.794 0.151
O -0.189 0.433 -0.754
C 2.042 0.702 0.002
C 2.851 1.093 1.044
N 2.401 1.587 2.196
C 3.349 1.978 3.239
C 4.515 1.089 3.524
C 3.390 1.182 4.508
C 1.032 1.774 2.377
C 0.535 2.386 3.534
C -0.820 2.604 3.711
N -1.294 3.249 4.865
C -0.686 4.497 5.303
C -0.647 4.579 6.818
N -2.053 4.425 7.349
C -2.680 3.140 6.862
C -2.664 3.109 5.342
C 2.725 0.190 -1.237
O 3.909 0.035 -1.302
O 1.879 -0.024 -2.247
H -1.923 1.270 0.781
H 3.924 1.005 0.933
H 3.502 3.048 3.287
H 5.453 1.573 3.756
H 4.617 0.166 2.967
H 3.551 1.710 5.438
H 2.726 0.330 4.578
H 1.225 2.677 4.315
H -1.257 5.352 4.912
H 0.326 4.591 4.925
H -0.255 5.535 7.157
H -0.059 3.770 7.245
H -2.620 5.217 7.037
H -2.052 4.454 8.369
H -3.693 3.084 7.252
H -2.086 2.328 7.273
H -3.312 3.903 4.947
H -3.086 2.159 5.036
C 2.502 -3.268 -1.828
C 1.107 -3.289 -1.300
N 0.294 -2.261 -1.167
C -0.871 -2.732 -0.567
C -0.775 -4.061 -0.375
N 0.480 -4.410 -0.860
C 0.986 -5.758 -0.971
N 0.033 -6.552 -1.749
N -0.811 -7.425 -1.077
N -1.543 -8.030 -1.933
C -1.181 -7.554 -3.185
C -1.640 -7.911 -4.434
C -1.087 -7.218 -5.583
C -0.130 -6.242 -5.447
C 0.345 -5.882 -4.174
C -0.184 -6.602 -3.054
H 2.746 -2.281 -2.207
H 2.637 -3.971 -2.653
H 3.219 -3.521 -1.043
H -1.706 -2.084 -0.364
H -1.470 -4.786 0.017
H 1.108 -6.247 -0.011
H 1.937 -5.737 -1.493
H -2.373 -8.704 -4.550
H -1.444 -7.476 -6.572
H 0.249 -5.730 -6.320
H 1.041 -5.061 -4.059
C 1.186 2.404 -4.357
P -0.299 1.722 -3.566
C -1.621 1.926 -4.804
C -0.751 2.925 -2.277
C -2.058 2.939 -1.793
C -2.417 3.794 -0.761
C -1.468 4.637 -0.192
C -0.162 4.620 -0.659
C 0.197 3.762 -1.695
H 2.062 2.284 -3.725
H 1.047 3.455 -4.609
H 1.350 1.839 -5.275
H -1.992 2.948 -4.774
H -2.442 1.235 -4.626
H -1.213 1.719 -5.790
H -2.807 2.285 -2.228
H -3.441 3.813 -0.407
H -1.754 5.319 0.599
H 0.577 5.291 -0.235
H 1.219 3.765 -2.059
F -1.574 -1.219 -3.031
Sb -0.951 -2.346 -4.610
F -0.492 -0.738 -5.392
F 0.808 -2.103 -3.822
F -1.206 -3.756 -3.415
F -0.257 -3.558 -5.832
F -2.653 -2.200 -5.278


Record 5
70
Properties=species:S:1:pos:R:3 method="wB97M-V/def2-TZVPD" relative_energy_kj_mol=1157.9 orbital_gap_ev=6.64 total_charge=0 homo_energy_ha=-0.3352 lumo_ev=-2.486
C 33.852 38.986 56.286
C 32.821 38.285 55.472
O 32.081 37.291 55.807
N 32.621 38.763 54.013
H 32.833 39.688 53.947
H 33.298 38.615 53.433
C 31.298 38.526 53.381
H 34.037 39.822 55.862
H 34.723 38.367 56.456
H 33.507 38.838 57.394
H 31.296 37.511 53.369
H 31.241 38.913 52.454
H 30.625 39.012 53.874
C 33.492 41.793 51.803
C 34.806 42.224 52.003
O 35.409 42.946 51.139
N 35.390 41.919 53.340
H 35.293 42.956 53.673
H 34.771 41.204 53.780
C 36.918 41.709 53.207
H 33.567 40.855 51.405
H 32.977 42.310 50.985
H 33.218 41.889 52.735
H 37.224 40.886 52.618
H 37.411 41.628 54.134
H 37.250 42.584 52.974
N 35.153 38.266 53.606
O 34.355 39.219 53.149
O 35.171 38.103 54.836
O 35.881 37.600 52.891
N 32.429 41.921 53.998
O 33.433 41.325 53.555
O 31.306 41.589 53.496
O 32.700 42.980 54.533
C 35.319 33.599 53.572
C 36.548 34.428 54.232
C 37.486 33.551 54.932
O 37.260 34.964 53.162
H 34.586 34.274 53.160
H 34.968 32.874 54.333
H 35.600 33.282 52.743
H 36.154 35.363 54.934
H 37.024 32.627 55.556
H 38.074 34.192 55.600
H 38.029 32.949 54.092
H 36.587 35.476 52.566
C 39.759 38.894 54.591
C 39.513 37.656 53.756
C 40.401 37.348 52.549
O 39.188 36.576 54.540
H 38.890 39.270 55.246
H 40.179 39.759 53.807
H 40.731 38.728 55.174
H 38.607 37.768 53.025
H 41.465 37.247 52.700
H 40.509 38.108 51.552
H 39.900 36.540 52.100
H 38.611 36.003 54.061
C 35.642 39.215 49.582
C 34.795 38.979 48.345
C 35.524 39.032 46.959
O 34.889 38.979 45.855
C 36.883 39.065 46.898
C 37.609 39.275 48.130
C 37.062 39.249 49.450
O 37.908 39.483 50.338
H 35.101 39.320 50.577
H 33.724 38.872 48.390
H 37.521 39.042 46.006
H 38.769 39.346 47.941


Record 6
63
Properties=species:S:1:pos:R:3 method="wB97M-V/def2-TZVPD" orbital_gap_ev=4.74 total_charge=0 homo_energy_ha=-0.2099 lumo_ev=-0.967
N 4.720 3.656 -1.796
C 3.896 2.490 -1.470
N 4.027 2.394 0.006
N 4.506 1.389 -2.218
C 2.394 2.549 -1.828
P 1.524 4.284 -1.837
O 0.689 3.920 -3.332
C -0.601 3.430 -3.227
C -0.962 3.123 -1.756
N -2.188 3.791 -1.262
C -1.193 1.617 -1.480
C -2.491 0.999 -1.963
F -2.535 0.925 -3.363
O 0.082 3.606 -0.974
H 4.592 3.849 -2.782
H 4.330 4.457 -1.312
H 4.919 2.811 0.255
H 4.099 1.415 0.262
H 3.945 0.550 -2.140
H 5.446 1.218 -1.877
H 1.872 1.976 -1.068
H 2.241 2.067 -2.805
H 2.625 4.817 -2.576
H 2.141 4.528 -0.559
H 0.873 5.578 -1.799
H -1.320 4.186 -3.593
H -0.759 2.515 -3.822
H -2.874 3.823 -2.014
H -1.909 4.749 -1.081
H -1.205 1.533 -0.378
H -0.336 1.038 -1.868
H -3.368 1.573 -1.648
H -2.553 -0.029 -1.584
C -2.976 -1.571 1.164
C -2.312 -2.307 2.310
N -1.924 -3.744 2.001
C -3.149 -4.464 1.541
C -1.479 -4.443 3.267
C -0.243 -3.920 3.979
C -0.900 -3.865 0.894
C 0.393 -3.091 1.040
O 0.099 -1.735 1.096
C 1.187 -0.926 1.549
H -3.983 -1.924 0.944
H -3.053 -0.524 1.459
H -2.368 -1.585 0.265
H -2.976 -2.373 3.173
H -1.402 -1.799 2.605
H -3.927 -4.344 2.291
H -2.911 -5.517 1.415
H -3.480 -4.047 0.596
H -1.345 -5.489 2.991
H -2.347 -4.383 3.923
H 0.678 -4.307 3.552
H -0.293 -4.269 5.010
H -0.187 -2.834 4.009
H -1.401 -3.545 -0.017
H -0.679 -4.930 0.806
H 0.976 -3.351 0.144
H 0.980 -3.407 1.907
H 2.134 -1.307 1.157
H 1.230 -0.905 2.642
H 1.029 0.077 1.177


Record 7
35
Properties=species:S:1:pos:R:3 method="wB97M-V/def2-TZVPD" relative_energy_kj_mol=209.7 orbital_gap_ev=5.62 total_charge=+1 homo_energy_ha=-0.4171 lumo_ev=-5.728
C -4.406 -1.799 2.343
O -3.101 -2.433 2.227
C -2.020 -1.720 2.559
C -1.182 -1.991 3.730
C -0.062 -1.237 3.957
C 0.388 -0.289 2.958
C -0.399 -0.048 1.833
C 0.182 1.013 0.951
O 0.434 2.116 1.426
C 0.000 0.757 -0.572
N 1.125 1.348 -1.443
C 1.077 2.725 -1.728
C 1.427 3.306 -2.968
C 1.819 2.371 -3.975
C 1.868 1.024 -3.753
C 1.712 0.515 -2.381
C 2.248 -0.692 -1.986
N 3.116 -1.588 -2.725
O 3.344 -2.697 -2.217
C -1.592 -0.702 1.721
H -4.407 -0.780 2.584
H -4.906 -2.034 1.398
H -4.975 -2.348 3.176
H -1.615 -2.630 4.498
H 0.501 -1.336 4.872
H 1.315 0.279 3.088
H -0.032 -0.333 -0.826
H -0.986 1.138 -0.932
H 0.576 3.512 -1.064
H 1.288 4.391 -3.272
H 1.966 2.652 -5.062
H 1.872 0.384 -4.615
H 2.088 -1.000 -0.951
H 3.482 -1.273 -3.630
H -2.146 -0.600 0.781


Record 8
26
Properties=species:S:1:pos:R:3 method="wB97M-V/def2-TZVPD" relative_energy_kj_mol=175.5 orbital_gap_ev=8.97 total_charge=0 homo_energy_ha=-0.3037 lumo_ev=0.710
C -1.061 -3.159 -0.710
C -0.408 -1.968 -0.012
C 0.872 -2.336 0.661
C -0.757 -0.708 -0.024
C -1.983 0.132 -0.204
Cl -3.155 -0.190 1.113
Cl -2.624 0.829 -1.652
C -0.280 0.552 0.484
C 0.267 1.421 1.523
C 0.450 1.782 0.032
C -0.126 2.941 -0.558
C 1.874 1.456 -0.473
H -1.236 -3.991 -0.037
H -1.901 -2.733 -1.217
H -0.328 -3.467 -1.384
H 0.659 -2.856 1.619
H 1.317 -3.266 0.062
H 1.628 -1.560 0.629
H -0.505 1.902 2.175
H 1.176 1.091 1.992
H -0.985 3.357 -0.120
H 0.016 2.902 -1.638
H 0.487 3.907 -0.375
H 2.495 2.327 -0.758
H 1.766 0.896 -1.344
H 2.343 0.738 0.213


Record 9
76
Properties=species:S:1:pos:R:3 method="wB97M-V/def2-TZVPD" relative_energy_kj_mol=240.5 orbital_gap_ev=4.46 total_charge=-2 homo_energy_ha=-0.0133 lumo_ev=4.100
Rh 1.460 -0.596 0.789
C -3.232 3.184 1.295
C -4.174 3.265 0.094
C -4.161 4.713 -0.417
C -5.593 2.916 0.569
C -3.746 2.312 -1.034
C -4.428 2.286 -2.255
C -3.959 1.497 -3.291
C -2.793 0.678 -3.232
S -2.219 -0.031 -4.731
C -0.423 -1.237 -1.742
N -1.108 -0.198 -1.443
C -2.176 0.589 -1.949
C -2.667 1.450 -0.926
C 1.467 -2.666 -0.801
C 1.644 -3.868 -1.511
C 2.731 -4.684 -1.166
C 3.604 -4.349 -0.138
C 3.382 -3.166 0.589
C 2.332 -2.351 0.257
H -3.544 3.909 2.057
H -2.201 3.409 1.004
H -3.244 2.187 1.745
H -4.475 5.412 0.375
H -4.827 4.840 -1.274
H -3.150 4.983 -0.738
H -5.933 3.618 1.347
H -5.607 1.903 0.983
H -6.304 2.948 -0.261
H -5.322 2.888 -2.410
H -4.475 1.512 -4.241
H -2.105 1.376 0.003
H 0.979 -4.191 -2.297
H 2.888 -5.599 -1.722
H 4.442 -4.994 0.106
H 4.042 -2.914 1.421
C 1.330 -0.989 -4.023
C 0.313 -2.093 -3.973
C 0.240 -3.052 -4.972
C -0.707 -4.069 -4.910
C -1.606 -4.110 -3.856
C -1.559 -3.150 -2.848
C -2.540 -3.165 -1.704
C -0.588 -2.160 -2.910
N 0.572 -1.600 -0.845
H 1.890 -1.017 -4.961
H 2.036 -1.070 -3.188
H 0.821 -0.024 -3.944
H 0.926 -3.000 -5.812
H -0.750 -4.821 -5.691
H -2.359 -4.891 -3.812
H -3.321 -3.909 -1.874
H -3.009 -2.183 -1.598
H -2.037 -3.390 -0.759
C 2.548 -0.911 3.530
C 2.852 0.503 2.967
C 3.966 0.314 1.897
C 1.586 0.897 2.167
C 3.270 1.493 4.067
C 2.890 1.326 5.399
C 3.307 2.201 6.399
C 4.119 3.281 6.094
C 4.469 3.493 4.769
C 4.044 2.615 3.776
H 2.162 -1.482 2.670
H 1.745 -0.905 4.270
H 3.447 -1.368 3.963
H 3.489 -0.271 1.083
H 4.844 -0.196 2.316
H 4.274 1.257 1.442
H 1.101 1.786 2.591
H 2.255 0.492 5.672
H 2.999 2.027 7.424
H 4.469 3.947 6.873
H 5.085 4.343 4.502
H 4.322 2.820 2.750